[1]
Entry from the OMol25 dataset: the molecule C4H5N3 in a non-equilibrium geometry (ωB97M-V/def2-TZVPD).

## Properties
- total charge = 0
- LUMO energy (eV) = 0.675
- ΔE to the lowest compared entry with this formula, charge and spin (eV) = 1.411
- SMILES = Nc1ncccn1
- E (eV) = -8698.4009

XYZ file:
```
12
Properties=species:S:1:pos:R:3:forces:R:3:lowdin_charge:R:1
N 2.132 -0.085 -0.031 0.2894 -0.6514 -0.2683 0.1542
C 0.836 -0.168 -0.446 0.1757 -0.3734 -0.1616 -0.5043
N 0.126 -1.272 -0.228 0.0791 -0.0804 0.3696 0.1120
C -1.142 -1.089 0.138 0.0882 0.1332 0.1177 -0.1464
C -1.558 0.201 0.439 -0.0837 0.0578 -0.2303 -0.0800
C -0.782 1.191 -0.175 -0.3511 0.4011 -0.1379 -0.1510
N 0.320 0.983 -0.883 0.1911 0.1857 0.9654 0.1158
H 2.818 0.261 -0.676 0.1645 0.3273 0.1552 0.0963
H 2.417 -0.736 0.679 0.1908 -0.4832 -0.4317 0.0959
H -1.773 -1.978 0.208 0.1709 0.2638 0.1296 0.1103
H -2.446 0.448 1.005 0.0202 -0.0715 -0.1598 0.0908
H -0.948 2.244 -0.031 -0.9351 0.2910 -0.3481 0.1064
```
Forces are in eV/Å.

=====

[2]
Entry from the OMol25 dataset: a cluster of 2 separate species, C4H14N3 in total in a non-equilibrium geometry (ωB97M-V/def2-TZVPD).

## Properties
- total charge = +1
- LUMO energy (eV) = -3.133
- ΔE to the lowest compared entry with this formula, charge and spin (eV) = 0.717
- E (eV) = -8839.3057

XYZ file:
```
21
Properties=species:S:1:pos:R:3:forces:R:3:lowdin_charge:R:1
C 0.111 0.711 2.269 1.8825 1.0406 -1.2389 -0.0234
C -1.480 -0.405 0.754 -0.8348 -1.2853 0.0476 -0.4347
N -0.800 0.652 1.130 0.0926 -0.4304 0.1920 0.0616
N -1.537 -1.527 1.524 0.0086 1.5935 0.6551 0.2035
N -2.199 -0.418 -0.379 0.4312 0.3642 -0.3671 0.2000
H -0.955 1.521 0.643 -0.0877 -0.1248 -0.2083 0.1681
H -1.628 -1.292 2.505 0.2426 -0.6578 0.1196 0.1268
H -2.017 -2.357 1.209 0.0155 0.2166 -0.1725 0.1317
H -1.795 -0.126 -1.254 -0.1580 0.3358 -0.0248 0.1206
H -3.063 -0.924 -0.391 0.0072 -0.3282 -0.1952 0.1257
H 0.435 -0.267 2.625 -0.8018 0.1829 0.4502 0.1015
H -0.202 1.515 2.932 -0.3249 -0.7424 0.6637 0.1037
H 1.070 1.114 1.875 -0.4221 -0.1653 0.0367 0.0993
C 1.858 1.004 -1.799 1.4374 -1.8236 0.0294 -0.1536
C 1.566 -0.491 -2.081 0.3289 0.4488 -0.2092 -0.1706
H 1.561 1.715 -2.553 -0.4294 0.1003 -0.1332 0.0602
H 1.460 1.194 -0.807 0.0851 0.6822 0.0562 0.0262
H 2.969 0.986 -1.786 -0.6253 0.7463 0.4123 0.0806
H 1.981 -1.073 -1.251 -0.5678 0.0111 0.1355 0.0641
H 2.166 -0.859 -2.918 -0.4772 0.1802 -0.2745 0.0679
H 0.500 -0.675 -2.249 0.1975 -0.3448 0.0255 0.0408
```
Forces are in eV/Å.

=====

[3]
Entry from the OMol25 dataset: a cluster of 2 separate species, C9H14 in total in a non-equilibrium geometry (ωB97M-V/def2-TZVPD).

## Properties
- total charge = 0
- LUMO energy (eV) = 1.046
- ΔE to the lowest compared entry with this formula, charge and spin (eV) = 0.514
- SMILES = Cc1ccccc1.CC
- E (eV) = -9559.6674

XYZ file:
```
23
Properties=species:S:1:pos:R:3:forces:R:3:lowdin_charge:R:1
C -3.739 0.703 1.009 -0.1499 0.2375 0.2603 -0.0575
C -0.781 -1.619 0.607 0.0598 -0.3975 0.2709 -0.0851
C -2.002 -1.120 1.027 0.0324 0.5373 0.2255 -0.0572
C -0.065 -0.988 -0.400 0.3056 0.2487 0.4041 -0.1009
C -2.542 0.004 0.418 -0.8502 0.3241 -0.0400 -0.2902
C -0.577 0.169 -0.948 -1.1226 0.1602 -0.8656 -0.0873
C -1.869 0.608 -0.627 1.2709 -0.2470 -0.0862 -0.0529
H -0.357 -2.478 1.112 -0.0063 -0.0454 -0.0564 0.1016
H -2.512 -1.456 1.924 0.1351 -0.4763 -0.1733 0.1109
H 0.929 -1.322 -0.668 -0.0931 -0.1171 -0.0524 0.0840
H -0.079 0.723 -1.731 0.3678 -0.1432 -0.0026 0.0963
H -4.414 1.192 0.309 0.2363 -0.0624 -0.3470 0.0762
H -3.318 1.486 1.631 -0.0934 0.3780 0.1988 0.0811
H -2.240 1.463 -1.175 -0.2793 0.1065 0.2627 0.1096
H -4.376 0.127 1.673 0.1684 -0.4989 -0.0223 0.0715
C 3.369 0.797 -1.129 -1.0873 -1.0676 -0.5407 -0.1607
C 3.641 -0.101 0.063 0.1030 -0.7142 0.8426 -0.1747
H 2.756 1.653 -0.846 0.4976 0.2908 -0.0494 0.0644
H 4.258 1.020 -1.707 0.2024 0.5748 0.2698 0.0590
H 2.732 0.270 -1.854 0.0893 -0.0524 0.0938 0.0536
H 4.578 -0.638 0.049 0.6307 0.1349 -0.4200 0.0550
H 3.654 0.439 0.997 0.0567 0.4430 0.3047 0.0567
H 2.956 -0.932 0.265 -0.4737 0.3862 -0.4776 0.0466
```
Forces are in eV/Å.